A | {"formula": "C2H13NO3S", "method": "ωB97M-V/def2-TZVPD", "multiplicity": 1, "smiles": "NCCS.O.O.O", "gap_ha": 0.3559, "symbols": ["H", "O", "H", "H", "H", "O", "H", "O", "C", "C", "H", "S", "H", "N", "H", "H", "H", "H", "H", "H"], "positions_angstrom": [[-0.253, 0.803, 2.797], [0.858, -2.897, 3.246], [-2.560, 1.700, 1.381], [3.702, 1.565, -2.510], [-0.145, 1.456, 0.529], [3.742, 0.616, -2.405], [0.427, -0.437, -3.454], [0.733, -1.345, -3.280], [-0.741, 0.582, 0.788], [-2.202, 0.978, 0.655], [-1.735, 2.565, -1.227], [-2.690, 1.672, -0.988], [-1.166, -0.455, 2.502], [-0.371, 0.063, 2.110], [0.088, -1.915, -3.687], [0.829, -1.956, 3.132], [-0.451, -0.204, 0.095], [3.156, 0.307, -3.109], [1.630, -3.201, 2.765], [-2.851, 0.103, 0.662]]}

B | {"formula": "C2H13NO3S", "method": "ωB97M-V/def2-TZVPD", "multiplicity": 1, "smiles": "NCCS.O.O.O", "gap_ha": 0.3373, "symbols": ["S", "N", "O", "O", "C", "H", "O", "H", "H", "H", "H", "H", "H", "H", "H", "H", "C", "H", "H", "H"], "positions_angstrom": [[2.555, 1.090, 0.671], [0.600, -1.258, -0.696], [1.508, 0.355, -3.241], [-0.069, 2.203, 2.747], [0.660, -1.005, 0.708], [-5.220, -0.252, -0.932], [-5.653, -0.058, -1.780], [0.368, -1.992, 1.262], [-6.399, 0.515, -1.500], [0.916, 1.040, -2.810], [2.377, -0.812, 2.242], [0.814, -2.217, -1.067], [2.427, 0.965, -0.652], [0.071, -0.136, 0.849], [2.693, -1.280, 0.646], [-0.397, -1.204, -0.891], [2.063, -0.578, 1.156], [-0.673, 2.805, 2.322], [1.950, -0.031, -2.502], [-0.593, 1.849, 3.470]]}

Top of the stability list: A, leading by 62.6 kJ/mol.

A | {"formula": "CH5OPS2", "method": "ωB97M-V/def2-TZVPD", "multiplicity": 1, "gap_ha": 0.2774, "symbols": ["S", "O", "P", "C", "H", "H", "H", "H", "S", "H"], "positions_angstrom": [[0.008, 3.646, 0.854], [0.823, 2.694, -1.624], [1.378, 2.481, -0.131], [0.221, -1.644, 0.622], [-0.341, 4.346, -0.313], [0.554, 1.863, -1.955], [-0.788, -1.843, 0.295], [1.141, -2.119, 0.206], [0.259, 0.076, -0.281], [0.350, -1.490, 1.737]]}

B | {"formula": "CH5OPS2", "method": "ωB97M-V/def2-TZVPD", "multiplicity": 1, "gap_ha": [0.2910, 0.2814], "symbols": ["H", "C", "O", "S", "S", "H", "H", "P", "H", "H"], "positions_angstrom": [[1.309, 2.354, -0.088], [-1.415, 0.826, -0.135], [-0.470, 1.143, -1.085], [-0.773, -2.356, -0.753], [-0.051, -2.151, 1.141], [-2.407, 0.832, -0.551], [-1.369, -1.157, -0.760], [1.070, 1.498, -1.270], [1.103, -1.611, 0.533], [-1.194, 1.039, 0.925]]}

Top of the stability list: A, leading by 235.3 kJ/mol.